Formula: C5H10N2O3
Source: OMol25
Level of theory: the ωB97M-V functional and the def2-TZVPD basis

Last column: natural (NBO) charge in e.
CARTESIAN COORDINATES (ANGSTROEM)
1 C 2.25411 0.12661 -0.14343  -0.724
2 C 0.91115 0.79914 -0.21657  0.545
3 O 0.74485 1.85808 -0.77576  -0.515
4 C -0.28322 0.11220 0.45226  0.139
5 C -1.28732 1.10864 0.96539  -0.660
6 C 0.01337 -1.02871 1.39104  -0.656
7 N -1.26912 -0.70003 -0.81976  0.205
8 O -2.32440 -0.25822 -1.29977  -0.520
9 N -0.24622 -0.96402 -1.58459  0.063
10 O -0.49445 -0.70707 -2.87444  -0.500
11 H 2.99730 0.77286 -0.60265  0.244
12 H 2.21608 -0.82462 -0.67182  0.254
13 H 2.53909 -0.07194 0.89009  0.227
14 H -2.22248 0.61918 1.22674  0.234
15 H -1.49505 1.86430 0.21001  0.257
16 H -0.86760 1.61027 1.84028  0.229
17 H 0.55466 -0.65052 2.26144  0.223
18 H -0.91497 -1.47646 1.73975  0.234
19 H 0.61677 -1.79511 0.91090  0.235
20 H -1.44257 -0.39455 -2.89910  0.485

## Properties
2S+1: 1
energy above the lowest of the compared OMol25 structures with the same formula, charge and spin: 5.948 eV
HOMO level (spin up / spin down): -9.372 / -9.371 eV
LUMO energy (spin up / spin down): -0.22 / -0.23 eV
SMILES: CC(=O)C(C)(C)/[N+]([O-])=N/O

=====

Formula: C18H19N3O3S
Source: OMol25
Level of theory: the ωB97M-V functional and the def2-TZVPD basis

Last column: natural (NBO) charge in e.
CARTESIAN COORDINATES (ANGSTROEM)
1 C -6.02182 -0.40419 0.61885  -0.717
2 C -5.00643 0.56336 0.05665  0.577
3 O -5.28584 1.72696 -0.14092  -0.550
4 C -3.66068 0.02683 -0.24737  -0.201
5 C -3.23565 -1.24868 0.12299  -0.163
6 C -1.96639 -1.69269 -0.18807  -0.274
7 C -1.08923 -0.86628 -0.88803  0.261
8 N 0.20627 -1.24904 -1.23057  -0.651
9 C 0.90771 -2.32207 -0.78052  0.689
10 O 0.45594 -3.23163 -0.12346  -0.601
11 C 2.37531 -2.33341 -1.19726  -0.613
12 S 3.11312 -0.67306 -1.25328  0.242
13 C 2.38706 -0.04153 0.23809  0.128
14 N 2.24262 -0.90675 1.21651  -0.479
15 C 1.64870 -0.52042 2.33770  0.260
16 C 1.47657 -1.57215 3.38196  -0.645
17 C 1.20493 0.78632 2.50545  -0.272
18 C 1.34686 1.71091 1.47615  0.092
19 C 0.82084 3.10449 1.61657  -0.644
20 C 1.96049 1.28552 0.29727  -0.255
21 C 2.01442 2.12166 -0.94155  0.677
22 N 2.83213 3.19254 -0.87825  -0.807
23 O 1.35074 1.85116 -1.92152  -0.616
24 C -1.50459 0.41268 -1.26546  -0.284
25 C -2.76844 0.84886 -0.94232  -0.134
26 H -6.98202 0.09764 0.70801  0.237
27 H -6.12129 -1.26864 -0.03317  0.229
28 H -5.70589 -0.74320 1.60325  0.229
29 H -3.89150 -1.90899 0.66840  0.214
30 H -1.64644 -2.67701 0.10982  0.254
31 H 0.71482 -0.54622 -1.76208  0.430
32 H 2.47698 -2.73911 -2.20499  0.250
33 H 2.92818 -2.95638 -0.49530  0.258
34 H 1.10649 -2.48156 2.91370  0.247
35 H 0.78881 -1.24690 4.15699  0.213
36 H 2.44044 -1.80270 3.83370  0.231
37 H 0.71879 1.07606 3.42428  0.217
38 H 0.01887 3.13482 2.34966  0.229
39 H 0.44561 3.47378 0.66524  0.231
40 H 1.61271 3.77383 1.95448  0.224
41 H 2.95514 3.75599 -1.70429  0.409
42 H 3.44197 3.34474 -0.09508  0.401
43 H -0.82173 1.05540 -1.80139  0.242
44 H -3.09923 1.83738 -1.22409  0.235

## Properties
2S+1: 1
energy above the lowest of the compared OMol25 structures with the same formula, charge and spin: 0.533 eV
HOMO level: -8.469 eV
LUMO energy: 0.41 eV
SMILES: CC(=O)c1ccc(NC(=O)CSc2nc(C)cc(C)c2C(N)=O)cc1

=====

Please write out number 1 again, unchanged.
Formula: C5H10N2O3
Source: OMol25
Level of theory: the ωB97M-V functional and the def2-TZVPD basis

Last column: natural (NBO) charge in e.
CARTESIAN COORDINATES (ANGSTROEM)
1 C 2.25411 0.12661 -0.14343  -0.724
2 C 0.91115 0.79914 -0.21657  0.545
3 O 0.74485 1.85808 -0.77576  -0.515
4 C -0.28322 0.11220 0.45226  0.139
5 C -1.28732 1.10864 0.96539  -0.660
6 C 0.01337 -1.02871 1.39104  -0.656
7 N -1.26912 -0.70003 -0.81976  0.205
8 O -2.32440 -0.25822 -1.29977  -0.520
9 N -0.24622 -0.96402 -1.58459  0.063
10 O -0.49445 -0.70707 -2.87444  -0.500
11 H 2.99730 0.77286 -0.60265  0.244
12 H 2.21608 -0.82462 -0.67182  0.254
13 H 2.53909 -0.07194 0.89009  0.227
14 H -2.22248 0.61918 1.22674  0.234
15 H -1.49505 1.86430 0.21001  0.257
16 H -0.86760 1.61027 1.84028  0.229
17 H 0.55466 -0.65052 2.26144  0.223
18 H -0.91497 -1.47646 1.73975  0.234
19 H 0.61677 -1.79511 0.91090  0.235
20 H -1.44257 -0.39455 -2.89910  0.485

## Properties
2S+1: 1
energy above the lowest of the compared OMol25 structures with the same formula, charge and spin: 5.948 eV
HOMO level (spin up / spin down): -9.372 / -9.371 eV
LUMO energy (spin up / spin down): -0.22 / -0.23 eV
SMILES: CC(=O)C(C)(C)/[N+]([O-])=N/O